This record from the Open Molecules 2025 dataset describes a single C2H2O2S2 molecule in a non-equilibrium geometry. The level of theory is wB97M-V/def2-TZVPD.

Last column: Mulliken charge in e.
CARTESIAN COORDINATES (ANGSTROEM)
C: -0.501448 0.017271 -0.620860  0.365
C: 0.342788 0.178020 0.665901  0.343
H: -0.960653 -1.190607 -1.958712  0.340
H: 1.215182 -2.149701 0.584891  0.145
O: -0.413495 -1.160361 -1.180620  -0.400
O: 0.101190 1.076066 1.397799  -0.389
S: -1.429267 1.237825 -1.192632  -0.214
S: 1.629010 -1.060143 1.153017  -0.191

Cartesian forces (eV/Å) of the 2 atoms listed first:
-0.43 1.43 -0.11
-0.31 -1.30 -0.03

The total charge is 0. The total energy is -27870.961 eV. For the energy above the lowest of the compared OMol25 structures with the same formula, charge and spin, the calculation gives 0.6445 eV. Its structure (SMILES) is O=C(S)C(O)=S. The orbital gap is 8.492 eV.